Entry from the Open Molecules 2025 dataset: a cluster of 11 separate species, C60H151N9O20 in total (the ωB97M-V functional and the def2-TZVPD basis).

**HOMO-LUMO gap**: 8.33 eV
**E**: -4373.37650 Eh
**E_HOMO**: -8.199 eV
**E_LUMO**: 0.13 eV

XYZ file:
```
240
Properties=species:S:1:pos:R:3:forces:R:3
C 28.6243 19.7559 20.2093 -2.58 0.11 1.61
O 29.1557 20.0106 18.9779 0.35 -0.21 -0.74
C 30.0540 19.0306 18.5118 0.46 0.65 -0.57
C 30.6870 19.6700 17.2591 1.40 -0.33 2.41
N 31.5580 20.7939 17.6322 -1.37 0.88 -0.06
C 31.9260 21.5968 16.5165 0.04 1.08 -0.23
C 32.7843 22.8175 16.9161 -0.82 0.45 -0.42
O 32.9062 23.6643 15.7884 0.81 0.86 -1.27
C 33.8651 24.7404 15.8948 0.99 -1.99 0.07
H 28.8399 20.5009 20.9753 0.64 0.13 -0.08
H 28.6526 18.7718 20.6771 1.21 -0.44 -0.41
H 27.5384 19.8027 20.1268 -0.43 0.42 -0.20
H 29.5436 18.1362 18.1546 -0.23 -0.31 0.31
H 30.6994 18.8032 19.3602 0.58 -0.34 -0.33
H 29.7619 19.9321 16.7458 0.55 0.70 -0.64
H 31.3178 18.9726 16.7079 -0.52 -0.56 -0.38
H 32.2906 20.7456 18.3258 -0.36 -0.94 -0.01
H 31.0359 22.0039 16.0368 -0.22 0.00 -0.01
H 32.4020 20.9792 15.7548 0.61 0.17 -0.42
H 33.7246 22.4647 17.3399 0.43 0.24 -0.04
H 32.2728 23.5106 17.5840 -0.20 -0.85 1.09
H 34.0671 25.2242 14.9392 -1.07 0.21 0.00
H 34.8289 24.2512 16.0358 0.39 -0.09 0.44
H 33.7651 25.4221 16.7394 -0.67 0.13 -0.10
C 25.1778 6.7939 29.7391 -0.35 -1.40 -1.12
O 25.7937 5.5204 29.5382 1.78 -0.61 3.42
C 26.3559 5.1278 30.8745 -0.89 -1.03 0.37
C 26.7538 3.6517 30.9658 1.80 -0.52 -1.12
N 27.8585 3.4472 29.9432 -1.00 0.26 1.84
C 28.4534 2.1205 29.7746 -0.34 0.80 -0.24
C 29.2923 1.6415 30.9838 0.29 0.14 -1.17
O 30.0298 0.4586 30.6619 0.51 0.21 -0.02
C 29.3480 -0.6625 30.1326 -1.17 0.75 1.18
H 24.5156 6.7584 30.6041 0.00 0.19 0.13
H 24.5672 6.7631 28.8367 -0.12 1.34 0.02
H 25.9223 7.5847 29.8317 -0.19 0.19 -0.20
H 25.6050 5.3151 31.6421 -0.64 -0.14 -0.19
H 27.1740 5.7058 31.3043 0.51 0.54 -1.16
H 25.9358 2.9378 31.0626 -0.87 -0.05 -1.73
H 27.1614 3.2880 31.9090 0.67 1.37 0.67
H 27.7118 4.0987 29.1855 0.22 -0.79 -0.41
H 29.1483 2.1378 28.9350 0.00 0.20 -0.09
H 27.6632 1.4277 29.4852 -0.01 -0.56 0.25
H 28.7139 1.5934 31.9065 -0.20 -0.57 0.10
H 30.0954 2.3570 31.1601 -0.22 0.25 0.01
H 29.1964 -0.6517 29.0533 0.49 -0.01 -0.13
H 28.3516 -0.5982 30.5698 -0.40 -0.60 -0.04
H 29.8235 -1.5648 30.5170 0.14 0.06 -0.37
C 22.8830 5.6935 20.8621 0.44 -0.71 -1.05
O 22.5172 5.3773 22.1796 0.25 0.18 -0.15
C 23.5793 5.2089 23.1319 -0.10 -0.12 -0.63
C 23.0337 4.2160 24.1531 0.79 2.72 0.34
N 22.4971 3.0803 23.5176 -0.37 -2.45 -0.14
C 23.4358 2.1041 22.8985 0.08 0.54 -1.80
C 22.6967 1.1384 21.9149 -0.78 0.76 0.43
O 22.0231 1.8986 20.8852 -1.27 -0.42 0.44
C 21.0120 1.1436 20.1615 0.86 0.26 0.06
H 23.7976 6.2687 20.7187 0.00 0.51 0.61
H 22.0807 6.1611 20.2913 -0.23 0.31 0.59
H 23.0915 4.7947 20.2818 0.01 -0.54 0.10
H 23.7322 6.2147 23.5232 0.63 -0.16 0.40
H 24.4890 4.7453 22.7503 0.14 0.51 -0.82
H 22.3366 4.9136 24.6174 -1.18 -1.02 0.45
H 23.7747 4.0836 24.9415 0.16 -0.69 -0.15
H 21.9289 3.4222 22.7558 -0.27 -0.07 -0.07
H 24.0666 1.5313 23.5783 -0.46 0.00 0.42
H 24.1378 2.6089 22.2348 0.43 0.40 -0.01
H 22.0247 0.5998 22.5830 -0.64 -0.25 -0.40
H 23.2713 0.4274 21.3213 0.81 -0.12 0.75
H 21.4008 0.1667 19.8740 0.27 -0.06 -0.19
H 20.7520 1.7089 19.2666 0.30 0.06 0.04
H 20.0645 0.9278 20.6552 0.13 0.38 0.79
C 38.3721 17.4603 21.8399 -1.03 0.68 0.33
O 37.5368 17.2501 22.9638 -0.60 -0.09 0.11
C 37.3319 15.8991 23.3513 2.17 0.21 1.23
C 36.8225 15.8451 24.7969 -0.70 1.47 -0.84
N 35.6404 15.0746 24.8728 -1.12 -2.21 1.35
C 35.2403 15.0833 26.2872 -0.31 1.11 -0.34
C 33.7630 14.9909 26.4662 -1.31 -0.63 -2.11
O 33.0365 15.9728 25.6281 1.01 -0.16 1.24
C 31.6392 15.8041 25.6463 -0.27 0.30 0.59
H 38.5612 18.5333 21.8090 0.44 0.00 0.35
H 37.7795 17.3354 20.9336 0.34 -0.83 -0.37
H 39.2973 16.8901 21.9239 -0.01 -0.11 -0.36
H 38.3300 15.4701 23.4395 0.36 -0.38 -0.43
H 36.7985 15.2295 22.6765 -0.58 0.48 -0.20
H 36.4417 16.8098 25.1320 1.03 1.02 -0.28
H 37.5242 15.5362 25.5717 0.35 -0.29 -0.45
H 34.9090 15.5118 24.3306 -0.12 0.12 -0.01
H 35.5247 16.0322 26.7420 0.33 0.41 0.16
H 35.7488 14.3177 26.8732 -0.09 -0.26 -0.15
H 33.4811 14.9781 27.5191 -0.28 0.24 -0.08
H 33.4893 14.0787 25.9362 -0.32 -0.72 0.69
H 31.1788 16.0194 26.6105 0.29 0.16 0.54
H 31.3042 14.7870 25.4432 0.20 -0.18 -0.60
H 31.1928 16.5487 24.9872 0.19 -0.33 -0.39
C 28.9125 14.0963 31.1362 0.96 2.10 0.33
O 29.9913 14.9822 31.6776 -1.35 -3.45 -4.06
C 29.8952 15.3460 32.9442 1.60 2.08 2.64
C 31.2163 16.1550 33.1818 -1.13 1.67 0.90
N 31.2205 17.3209 32.2542 -0.58 -1.57 0.94
C 32.2442 18.3091 32.4620 -0.05 1.19 -1.06
C 32.2000 19.3873 31.3016 1.65 -1.30 2.69
O 33.1308 19.0324 30.3041 -1.60 -0.60 2.07
C 32.7664 19.6230 29.1496 3.09 -0.74 -4.12
H 27.9619 14.6276 31.1833 -0.07 0.31 -0.02
H 28.7299 13.1676 31.6767 0.77 -0.15 -0.01
H 29.2075 14.0194 30.0897 -0.20 -0.59 0.21
H 29.8225 14.5599 33.6958 -0.05 -0.51 -0.04
H 29.0582 16.0335 33.0662 -0.25 0.24 0.42
H 32.1554 15.6022 33.2098 -0.05 -0.62 -0.61
H 31.1737 16.5752 34.1866 -0.22 0.08 0.28
H 31.1927 16.8712 31.3503 0.43 0.65 -0.50
H 33.2505 17.9215 32.6202 0.46 -0.29 -0.70
H 32.1384 18.8795 33.3848 -0.91 -0.15 0.27
H 32.6584 20.2800 31.7270 -0.82 0.60 0.18
H 31.1756 19.5027 30.9477 0.07 0.10 -0.11
H 31.9724 19.1705 28.5555 -0.78 0.32 0.59
H 33.6457 19.2723 28.6094 0.06 -0.10 -1.37
H 32.9827 20.6704 28.9396 -1.03 0.71 1.07
C 20.0846 11.9397 16.2194 0.51 0.07 -0.08
O 20.8554 13.1225 16.4199 1.71 -0.19 -0.47
C 22.3209 12.9213 16.1862 -1.62 -0.27 0.62
C 23.1502 14.0105 16.7703 0.61 0.72 -0.15
N 23.2774 15.1670 15.8973 0.90 0.93 0.42
C 23.8561 16.3273 16.6430 -1.17 -0.82 -0.73
C 23.8698 17.5358 15.7732 2.14 1.62 0.76
O 22.6691 17.8623 15.2178 -2.45 1.18 -1.16
C 22.4837 19.2932 15.0641 0.07 -0.40 0.97
H 19.3260 12.0886 15.4510 0.10 0.09 -0.15
H 19.5696 11.6240 17.1266 0.05 0.25 0.26
H 20.7448 11.1203 15.9349 -0.13 -0.16 -0.20
H 22.6329 12.8829 15.1425 -0.70 -0.11 -0.41
H 22.5976 11.9672 16.6348 -0.07 -0.08 0.16
H 24.1615 13.6058 16.8103 0.15 -0.20 0.35
H 22.8800 14.3433 17.7724 -0.37 -0.41 0.35
H 22.3772 15.5126 15.5968 -0.32 -0.19 -0.09
H 24.8513 16.2146 17.0729 0.15 -0.62 -0.37
H 23.2054 16.5352 17.4924 -0.18 0.17 0.35
H 24.6804 17.6030 15.0477 0.09 -0.88 -0.61
H 24.2022 18.3474 16.4204 -0.13 0.37 0.63
H 23.2833 19.7550 14.4849 0.09 -0.11 -0.04
H 22.4299 19.7358 16.0588 0.65 0.08 0.31
H 21.5190 19.6329 14.6873 -0.07 -1.04 -0.69
C 30.0592 8.9877 23.4267 -0.28 -0.64 -0.67
O 30.7492 9.7333 22.4537 0.00 0.26 0.26
C 31.2522 10.9655 22.9680 -0.81 0.02 -0.65
C 31.9268 11.6502 21.7939 -0.64 -0.50 -1.06
N 30.9534 12.2244 20.7661 0.47 1.15 1.83
C 31.4929 12.3729 19.4178 0.20 -1.39 -0.33
C 32.8117 13.0816 19.2900 1.33 -1.07 1.41
O 32.7828 13.8492 18.1523 0.33 1.69 -1.65
C 33.8534 14.7818 18.0024 0.51 -0.50 1.25
H 29.4534 9.6338 24.0620 0.05 -0.09 0.26
H 30.7156 8.3103 23.9728 0.31 0.40 0.52
H 29.4065 8.2943 22.8962 -0.27 0.19 -0.11
H 31.8940 10.7813 23.8296 0.51 0.03 -0.14
H 30.4186 11.5603 23.3415 -0.26 0.21 0.04
H 32.4364 10.8086 21.3249 0.60 0.00 -0.22
H 32.6766 12.3439 22.1742 -0.25 0.40 -0.36
H 30.1598 11.6031 20.7019 0.02 -0.10 0.23
H 30.9539 12.9315 18.6526 -1.24 0.10 0.76
H 31.4868 11.3410 19.0667 0.79 -0.14 -0.86
H 33.6800 12.4260 19.2238 0.09 -0.60 -0.07
H 33.0220 13.6022 20.2243 -0.28 0.89 0.08
H 34.0096 15.1263 16.9802 -0.70 0.01 0.15
H 34.8198 14.3982 18.3299 0.23 -0.97 -0.29
H 33.7866 15.5649 18.7577 -0.72 0.70 -0.37
C 18.2216 10.5994 28.6706 -1.50 -0.18 -0.41
O 17.1127 11.3850 29.1733 1.62 0.83 -0.32
C 17.3913 12.8414 28.9814 -0.69 -2.42 1.75
C 16.7551 13.5758 30.2082 1.43 0.13 -2.39
N 17.5579 13.3448 31.4300 -0.08 1.11 -1.84
C 16.9755 14.0229 32.5868 0.65 -0.78 0.51
C 17.8638 14.2088 33.8715 -0.41 -2.13 -1.05
O 18.0386 12.9165 34.5155 -1.18 0.20 0.75
C 18.5208 12.9148 35.8790 1.25 0.61 -1.34
H 18.6416 11.0655 27.7792 0.15 0.05 -0.02
H 17.7691 9.6596 28.3541 0.13 -0.12 -0.01
H 19.0150 10.3536 29.3765 -0.06 0.45 0.38
H 16.9977 13.0953 27.9972 -0.24 0.40 0.17
H 18.4789 12.9130 28.9686 -0.02 0.57 0.18
H 15.6759 13.4268 30.1757 -0.24 -0.84 0.75
H 16.7814 14.5684 29.7585 0.52 0.95 1.03
H 17.6975 12.3446 31.4426 -0.18 -0.08 0.90
H 16.0597 13.4591 32.7646 -0.44 0.58 0.93
H 16.7795 15.0527 32.2883 -0.33 -0.06 -0.22
H 17.3406 14.9412 34.4862 0.23 -0.03 0.34
H 18.8516 14.5235 33.5349 0.05 0.51 0.16
H 17.9773 13.4677 36.6451 -0.56 0.20 -0.41
H 19.5103 13.3583 35.7681 0.32 0.20 0.67
H 18.6942 11.9075 36.2578 -0.42 -0.16 -0.51
C 23.3530 18.7240 29.0145 -0.37 -0.80 -0.41
O 23.9976 19.9739 28.9223 0.17 0.51 0.45
C 25.4389 19.8668 28.8283 -0.13 0.42 0.14
C 26.1651 21.2673 28.8827 -1.16 -0.35 -0.32
N 25.8472 22.1357 27.7470 0.93 -0.15 0.27
C 26.5754 23.4064 27.6679 -2.43 1.13 -0.43
C 26.0408 24.6656 28.5425 0.83 0.23 -0.92
O 24.6648 24.6532 28.8827 0.22 -0.32 0.61
C 24.2214 25.9457 29.3254 -0.55 -0.93 -0.58
H 22.3609 18.6734 29.4630 -0.10 1.35 0.38
H 23.8635 17.9714 29.6154 0.73 0.05 -0.14
H 23.1195 18.3180 28.0303 0.59 -0.20 -0.37
H 25.6609 19.2812 27.9361 0.30 0.20 -0.26
H 25.7460 19.2792 29.6935 0.37 -0.01 0.13
H 27.2530 21.2035 28.9044 0.04 -0.70 -0.06
H 25.9026 21.6972 29.8494 -0.28 0.25 0.25
H 24.8512 22.2380 27.6142 0.04 0.26 0.15
H 26.3720 23.8248 26.6822 -0.35 -0.45 -0.37
H 27.6570 23.3224 27.5627 0.09 -0.30 1.10
H 26.1381 25.5064 27.8557 0.32 0.22 -0.35
H 26.6934 24.9798 29.3570 -0.11 -0.55 0.70
H 24.7744 26.3252 30.1846 0.30 0.07 -0.17
H 23.1752 25.8571 29.6181 0.06 -0.32 0.14
H 24.1950 26.6171 28.4671 0.50 0.39 0.07
C 19.3591 17.4608 20.8916 -0.88 -1.25 -0.03
C 19.0998 16.2798 21.8517 1.15 -0.81 -0.23
C 19.2960 14.8346 21.3218 -0.02 0.29 -0.86
O 19.9416 16.3744 23.0016 -0.16 0.30 0.09
H 20.3983 17.5735 20.5826 -0.08 -0.07 0.15
H 18.9446 18.3776 21.3106 0.28 0.10 0.11
H 18.7297 17.2154 20.0362 0.17 0.32 -0.42
H 18.0692 16.3394 22.2015 -0.28 0.03 -0.18
H 18.8764 14.6947 20.3255 -1.07 0.12 0.20
H 18.9009 14.1215 22.0453 -0.19 0.06 -0.18
H 20.2784 14.4631 21.0301 0.77 0.75 0.84
H 19.7166 17.2424 23.3445 0.36 0.12 0.51
C 25.5322 12.6956 23.5829 1.94 -2.18 -1.76
C 24.4643 13.2605 24.3256 -2.05 0.49 0.80
C 24.5097 12.9609 25.8399 -0.24 1.48 -1.47
O 24.4173 14.6368 23.9607 -0.41 0.27 0.70
H 25.1198 12.3911 22.6210 0.48 0.04 -0.32
H 25.7814 11.7754 24.1113 0.76 -0.14 -0.36
H 26.3825 13.3519 23.3977 0.06 -0.10 0.36
H 23.5565 12.8105 23.9237 -0.39 -0.16 0.24
H 23.5066 13.2927 26.1081 0.25 -0.16 1.14
H 25.3063 13.6178 26.1892 -0.16 -0.09 0.69
H 24.7170 11.9147 26.0649 -0.22 0.14 -0.05
H 23.4893 14.8822 23.9742 -0.04 0.41 0.02
```
Positions in Å, forces in eV/Å.

Results of the Mulliken charge analysis, in e, for atoms 1 through 99:
1 C -0.8643
2 O -0.3436
3 C -0.4658
4 C -0.7030
5 N -0.1288
6 C -0.6243
7 C -0.4548
8 O -0.3101
9 C -0.7947
10 H 0.2772
11 H 0.3696
12 H 0.2904
13 H 0.3017
14 H 0.4497
15 H 0.2739
16 H 0.4292
17 H 0.2191
18 H 0.2581
19 H 0.2290
20 H 0.3521
21 H 0.3259
22 H 0.2998
23 H 0.3215
24 H 0.2924
25 C -0.6771
26 O -0.3078
27 C -0.5514
28 C -0.8700
29 N -0.1950
30 C -0.5640
31 C -0.4857
32 O -0.3762
33 C -0.7101
34 H 0.3123
35 H 0.2432
36 H 0.2645
37 H 0.4286
38 H 0.3304
39 H 0.3744
40 H 0.3476
41 H 0.2653
42 H 0.3416
43 H 0.3535
44 H 0.3524
45 H 0.2761
46 H 0.2532
47 H 0.3305
48 H 0.2637
49 C -0.7989
50 O -0.3362
51 C -0.5602
52 C -0.8488
53 N -0.3856
54 C -0.4056
55 C -0.7410
56 O -0.2586
57 C -0.7568
58 H 0.3515
59 H 0.2891
60 H 0.2712
61 H 0.4629
62 H 0.3464
63 H 0.3262
64 H 0.3982
65 H 0.3535
66 H 0.4067
67 H 0.2204
68 H 0.3607
69 H 0.4679
70 H 0.2995
71 H 0.2345
72 H 0.3031
73 C -0.6951
74 O -0.3067
75 C -0.4965
76 C -0.6269
77 N -0.4159
78 C -0.5856
79 C -0.5458
80 O -0.3068
81 C -0.6769
82 H 0.2397
83 H 0.2602
84 H 0.3108
85 H 0.2740
86 H 0.3835
87 H 0.3996
88 H 0.3233
89 H 0.3146
90 H 0.3958
91 H 0.3032
92 H 0.4099
93 H 0.2646
94 H 0.2509
95 H 0.2465
96 H 0.2843
97 C -0.7695
98 O -0.2631
99 C -0.4252